## one
16
Properties=species:S:1:pos:R:3:mulliken_charge:R:1 method="wB97M-V/def2-TZVPD" orbital_gap_ev=7.96 lumo_ev=0.209 homo_ev=-7.8 total_charge=0
C -1.309 -0.104 1.167 -0.593
C -1.288 -0.255 -0.170 -0.154
C 1.639 -1.220 1.085 -0.504
C -1.230 -0.235 -1.369 1.167
C -1.214 -0.329 -2.791 -1.280
C 1.730 1.105 1.223 -1.020
N -0.283 -0.030 1.974 -0.695
N 0.999 -0.080 1.334 0.588
H -2.237 0.157 1.747 0.349
H 1.037 -2.184 1.281 0.168
H -1.451 -1.340 -2.936 0.288
H -0.190 -0.115 -3.042 0.318
H -1.910 0.463 -3.158 0.309
H 2.695 0.895 0.942 0.377
H 1.261 1.792 0.530 0.281
H 1.750 1.483 2.184 0.401

## two
16
Properties=species:S:1:pos:R:3:mulliken_charge:R:1 method="wB97M-V/def2-TZVPD" orbital_gap_ev="2.70 / 9.63" lumo_ev="-3.644 / 0.199" homo_ev="-6.3 / -9.4" total_charge=0
H 2.125 -0.315 -2.105 0.333
N 2.506 -0.340 -1.158 -0.356
C 1.626 -0.568 -0.294 -0.456
C 0.166 -0.749 -0.588 0.580
C -0.594 -1.258 0.543 -0.871
C -1.208 -1.896 1.364 0.404
N -0.205 -0.847 -1.809 -0.821
H -1.102 -1.306 -1.942 0.263
H 1.901 -0.522 0.756 0.435
H -1.758 -2.355 2.136 0.488
C -0.230 1.834 -0.048 -0.469
C -0.900 1.446 1.050 -0.576
H -0.747 2.076 -0.963 0.241
H 0.808 2.133 0.011 0.241
H -1.973 1.330 1.040 0.274
H -0.416 1.337 2.005 0.290

Preferred: one; penalty for the next structure: 1.995 eV.

## one
16
Properties=species:S:1:pos:R:3:mulliken_charge:R:1 method="wB97M-V/def2-TZVPD" orbital_gap_ev=9.62 lumo_ev=0.879 homo_ev=-8.7 total_charge=0 smiles="C#C[C@]1(C)CC=NN1"
C 2.746 -0.907 -0.027 0.014
C 1.673 -0.364 -0.012 -1.238
C 0.409 0.226 0.208 1.655
C 0.471 1.723 0.093 -1.548
C -0.693 -0.219 1.275 -0.596
C -1.978 -0.644 0.383 -0.224
N -1.840 -0.414 -0.830 -0.429
N -0.484 -0.141 -1.168 -0.355
H 3.774 -1.347 -0.254 0.397
H 1.231 1.968 -0.816 0.308
H -0.546 2.235 -0.322 0.333
H 0.611 2.268 1.026 0.390
H -0.192 -0.868 2.121 0.338
H -1.023 0.794 1.880 0.234
H -2.988 -0.729 0.737 0.412
H -0.359 0.676 -1.902 0.310

## two
16
Properties=species:S:1:pos:R:3:mulliken_charge:R:1 method="wB97M-V/def2-TZVPD" orbital_gap_ev=9.03 lumo_ev=0.618 homo_ev=-8.4 total_charge=0
C -0.148 1.770 -1.494 -1.265
C -0.834 0.940 -0.492 0.961
C -2.135 0.921 -0.399 -1.004
C 0.044 0.072 0.280 0.103
C 0.613 -1.583 1.325 -0.323
C 1.577 -1.380 0.554 -0.225
H 0.750 2.232 -0.696 0.260
H 0.258 1.089 -2.134 0.287
H -0.738 2.626 -1.770 0.422
H -3.047 0.299 0.124 0.223
H -2.772 1.497 -0.959 0.362
H 0.516 -2.242 2.226 0.362
H 2.319 -2.253 0.044 0.194
H 1.747 -0.174 -1.217 0.313
N -0.433 -0.839 1.058 -0.496
N 1.328 -0.234 -0.239 -0.174

## three
16
Properties=species:S:1:pos:R:3:mulliken_charge:R:1 method="wB97M-V/def2-TZVPD" orbital_gap_ev=8.35 lumo_ev=-0.139 homo_ev=-8.5 total_charge=0
C -1.498 1.327 0.555 -0.579
C -1.047 -1.519 0.024 0.048
C 0.366 -0.972 0.219 -1.274
C 1.177 -0.297 -0.504 0.541
C 2.499 0.152 -0.217 -0.267
C 3.748 0.179 0.031 -0.143
H -2.773 1.030 1.593 0.184
H -1.471 2.558 -0.253 0.222
H -0.145 0.678 1.338 0.237
H -2.286 0.960 -1.666 0.338
H -1.393 -2.579 0.614 0.254
H 0.721 -1.411 0.984 0.605
H 0.671 0.099 -1.449 0.239
H 4.897 0.074 -0.191 0.297
N -1.514 0.563 -0.653 -0.209
N -1.952 -0.841 -0.424 -0.493

## four
16
Properties=species:S:1:pos:R:3:mulliken_charge:R:1 method="wB97M-V/def2-TZVPD" orbital_gap_ev="7.65 / 7.65" lumo_ev="-0.553 / -0.553" homo_ev="-8.2 / -8.2" total_charge=0
C 0.406 -0.932 1.297 -1.315
C 1.305 -1.283 -1.044 -1.400
C -0.710 1.708 0.294 0.384
C 0.737 -0.341 -0.032 1.100
C 0.060 0.802 -0.517 -0.670
N -0.950 2.908 0.460 -0.616
C -1.806 0.543 -0.279 0.230
N -2.831 0.012 -0.320 -0.502
H -1.922 3.225 0.538 0.314
H 0.417 1.274 -1.433 0.394
H -0.268 -0.290 1.890 0.363
H 1.334 -1.122 1.842 0.387
H -0.137 -1.896 1.220 0.302
H 0.568 -2.023 -1.407 0.281
H 2.135 -1.828 -0.596 0.379
H 1.662 -0.758 -1.914 0.369

Preferred: two; penalty for the next structure: 0.434 eV.

## one
16
Properties=species:S:1:pos:R:3:mulliken_charge:R:1 method="wB97M-V/def2-TZVPD" orbital_gap_ev=9.58 lumo_ev=0.671 homo_ev=-8.9 total_charge=0 smiles=C[C@@]1(N)O[C@@]1(O)C(Cl)Cl
C -0.158 0.987 1.278 -1.286
C -0.316 0.261 0.031 1.000
N -1.565 -0.202 -0.312 -0.474
O 0.375 0.782 -1.050 -0.482
C 1.019 -0.410 -0.606 -0.101
O 0.595 -1.540 -1.341 -0.481
C 2.562 -0.306 -0.569 0.127
Cl 3.310 -1.491 0.369 -0.120
Cl 2.992 1.390 0.084 -0.195
H 0.849 1.363 1.402 0.273
H -1.084 1.739 1.407 0.304
H -0.124 0.146 2.112 0.310
H -2.015 -0.347 0.497 0.179
H -1.782 -0.540 -1.278 0.237
H 1.273 -1.582 -2.053 0.361
H 2.878 -0.260 -1.585 0.348

## two
16
Properties=species:S:1:pos:R:3:mulliken_charge:R:1 method="wB97M-V/def2-TZVPD" orbital_gap_ev=10.26 lumo_ev=0.464 homo_ev=-9.8 total_charge=0 smiles="CN1CC(=O)O[C@@H]1Cl.Cl"
C 0.359 1.767 -1.258 -0.866
N -0.327 0.616 -0.641 0.052
C -0.790 0.695 0.696 -0.393
C -1.299 -0.770 0.936 0.465
O -2.031 -1.266 1.714 -0.503
O -0.953 -1.432 -0.193 -0.335
C -0.093 -0.681 -0.992 -0.029
Cl 1.666 -1.206 -0.316 -0.323
H -0.172 2.749 -1.272 0.267
H 1.226 1.855 -0.717 0.423
H 0.615 1.533 -2.418 0.239
H -0.136 0.904 1.485 0.296
H -1.713 1.465 0.828 0.279
H -0.320 -0.871 -2.084 0.449
Cl 1.640 -3.177 2.391 -0.250
H 2.328 -2.181 1.841 0.227

Preferred: two; penalty for the next structure: 1.478 eV.